Formula: C14H12Br2CaNO
Source: OMol25
Level of theory: ωB97M-V/def2-TZVPD

Summary:
**Energy above the lowest of the compared OMol25 structures with the same formula, charge and spin**: 0.0 kJ/mol
**Net charge**: +1
**HOMO-LUMO gap**: 6.7 eV
**LUMO level**: -3.99 eV

Last column: natural (NBO) charge in e.
Positions of all 31 atoms, in Å:
Ca (1.361, 1.645, -1.246)  1.71
Br (4.422, 2.379, -0.705)  0.08
C (3.541, 3.967, 0.015)  -0.49
Br (1.920, 4.512, -1.020)  0.00
H (4.227, 4.793, -0.104)  0.25
H (3.177, 3.823, 1.021)  0.25
N (-1.011, 1.589, -0.354)  -0.93
C (-1.917, 0.440, -0.230)  0.11
C (-3.304, 0.736, -0.141)  -0.23
C (-4.253, -0.232, 0.114)  -0.20
C (-3.843, -1.534, 0.270)  -0.19
C (-2.479, -1.861, 0.174)  -0.19
C (-1.491, -0.936, -0.132)  0.02
C (-0.069, -1.416, -0.187)  -0.13
C (0.174, -2.800, -0.156)  -0.17
C (1.466, -3.334, 0.001)  -0.20
C (2.517, -2.490, -0.182)  -0.20
C (2.271, -1.113, -0.286)  -0.29
C (1.048, -0.538, -0.274)  -0.54
H (-0.843, 1.937, 0.597)  0.39
H (-1.600, 2.345, -0.764)  0.38
H (-3.586, 1.783, -0.252)  0.20
H (-5.276, 0.105, 0.114)  0.23
H (-4.533, -2.325, 0.407)  0.22
H (-2.215, -2.915, 0.246)  0.22
H (-0.652, -3.504, -0.259)  0.21
H (1.661, -4.416, 0.068)  0.23
H (3.543, -2.778, -0.194)  0.21
H (3.168, -0.500, -0.394)  0.16
O (1.257, 1.265, 2.501)  -0.47
C (1.319, 1.371, 1.353)  0.36

Formula: C14H12Cl2KNO4S4
Source: OMol25
Level of theory: ωB97M-V/def2-TZVPD

Summary:
**Energy above the lowest of the compared OMol25 structures with the same formula, charge and spin**: 131.2 kJ/mol
**Net charge**: -2
**HOMO-LUMO gap**: 4.9 eV
**LUMO level**: 3.79 eV

Last column: Löwdin charge in e.
Positions of all 38 atoms, in Å:
K (1.265, 0.793, 1.237)  0.73
O (-3.317, 5.381, -0.442)  -0.15
C (-2.737, 4.339, -0.200)  -1.06
S (-1.808, 3.540, -1.488)  0.89
C (-1.090, 2.032, -0.653)  -1.16
C (-1.746, 2.110, 1.329)  -1.18
S (-1.496, 1.506, 2.959)  0.37
S (-2.788, 3.663, 1.442)  0.89
S (0.082, 1.320, -1.775)  0.38
Cl (-5.828, -2.318, -0.741)  0.54
C (-4.169, -1.919, -0.300)  -0.69
C (-3.275, -2.932, -0.019)  -0.19
C (-1.989, -2.576, 0.321)  -0.57
Cl (-0.849, -3.868, 0.670)  0.59
C (-1.496, -1.233, 0.422)  -0.45
O (-0.303, -1.012, 0.756)  -0.25
C (-2.471, -0.215, 0.100)  -0.10
C (-2.250, 1.284, 0.093)  -0.27
O (-0.546, 2.484, 0.603)  -0.37
C (-3.764, -0.594, -0.242)  -0.08
H (-3.566, -3.972, -0.065)  0.09
H (-3.202, 1.683, -0.246)  0.08
H (-4.491, 0.174, -0.476)  0.10
C (3.210, -2.072, 1.009)  -0.03
N (3.551, -1.088, -0.009)  -0.15
C (3.082, -1.415, -1.348)  -0.04
C (3.864, 0.175, 0.373)  -0.59
C (3.961, 1.231, -0.705)  -0.01
O (3.983, 0.486, 1.560)  -0.04
H (3.604, -3.046, 0.713)  0.09
H (2.122, -2.148, 1.125)  0.08
H (3.647, -1.771, 1.956)  0.08
H (3.410, -2.425, -1.599)  0.09
H (3.488, -0.730, -2.084)  0.08
H (1.989, -1.376, -1.397)  0.09
H (4.692, 0.974, -1.472)  0.08
H (4.249, 2.162, -0.225)  0.09
H (2.983, 1.375, -1.182)  0.04

Formula: C14H12Cl2KNO4S4
Source: OMol25
Level of theory: ωB97M-V/def2-TZVPD

Summary:
**Energy above the lowest of the compared OMol25 structures with the same formula, charge and spin**: 18.4 kJ/mol
**Net charge**: -2
**HOMO-LUMO gap**: 4.0 eV
**LUMO level**: 3.80 eV

Last column: natural (NBO) charge in e.
Positions of all 38 atoms, in Å:
K (-0.443, -0.795, 1.955)  0.93
O (-6.395, -0.414, 6.778)  -0.67
C (-5.452, -0.475, 6.004)  0.15
S (-3.795, -0.809, 6.469)  0.28
C (-3.025, -0.731, 4.872)  -0.39
C (-3.859, -0.465, 3.839)  -0.40
S (-3.534, -0.283, 2.131)  -0.59
S (-5.566, -0.244, 4.269)  0.27
S (-1.301, -0.999, 4.909)  -0.59
Cl (4.643, -2.127, -4.300)  -0.07
C (3.695, -2.085, -2.823)  -0.12
C (4.302, -2.456, -1.611)  -0.23
C (3.577, -2.439, -0.457)  -0.12
Cl (4.346, -2.905, 1.032)  -0.02
C (2.172, -2.049, -0.381)  0.42
O (1.536, -2.078, 0.686)  -0.69
C (1.625, -1.649, -1.661)  -0.26
C (0.275, -1.139, -1.800)  0.40
O (-0.534, -0.869, -0.935)  -0.58
C (2.387, -1.695, -2.839)  -0.20
H (5.341, -2.758, -1.592)  0.22
H (-0.004, -0.965, -2.868)  0.08
H (1.922, -1.400, -3.774)  0.21
C (1.738, 2.110, -1.545)  -0.42
N (0.316, 2.298, -1.334)  -0.45
C (-0.481, 2.377, -2.537)  -0.40
C (-0.221, 1.963, -0.116)  0.71
C (-1.722, 2.007, 0.016)  -0.74
O (0.497, 1.663, 0.826)  -0.66
H (2.151, 2.977, -2.068)  0.18
H (1.939, 1.213, -2.140)  0.19
H (2.222, 1.994, -0.580)  0.25
H (0.002, 3.059, -3.241)  0.18
H (-1.475, 2.758, -2.325)  0.21
H (-0.578, 1.398, -3.021)  0.19
H (-2.119, 2.984, -0.266)  0.21
H (-1.999, 1.781, 1.044)  0.29
H (-2.184, 1.245, -0.615)  0.25

Formula: C14H12Cl3HgN2O4
Source: OMol25
Level of theory: ωB97M-V/def2-TZVPD

Summary:
**2S+1**: 2
**Energy above the lowest of the compared OMol25 structures with the same formula, charge and spin**: 0.0 kJ/mol
**HOMO-LUMO gap (alpha / beta)**: 7.1 / 8.1 eV
**LUMO level (alpha / beta)**: -0.37 / -1.25 eV

Last column: natural (NBO) charge in e.
Positions of all 36 atoms, in Å:
Hg (1.782, 0.117, 2.793)  0.84
O (-3.222, -2.675, -1.889)  -0.72
C (-2.218, -3.491, -1.317)  -0.09
C (-1.336, -2.658, -0.430)  0.03
C (-0.363, -3.267, 0.352)  -0.25
C (0.455, -2.476, 1.134)  0.07
N (0.337, -1.151, 1.177)  -0.50
C (-0.583, -0.553, 0.424)  0.17
C (-1.443, -1.277, -0.394)  -0.24
C (-0.604, 0.944, 0.467)  0.18
C (-1.570, 1.690, -0.192)  -0.22
C (-1.505, 3.077, -0.160)  0.01
C (-2.536, 3.896, -0.897)  -0.09
O (-2.597, 3.562, -2.275)  -0.70
C (-0.465, 3.670, 0.536)  -0.25
C (0.450, 2.855, 1.186)  0.07
N (0.380, 1.532, 1.155)  -0.47
H (-3.762, -3.211, -2.475)  0.48
H (-1.597, -3.951, -2.093)  0.19
H (-2.656, -4.298, -0.719)  0.18
H (-0.233, -4.342, 0.347)  0.22
H (1.252, -2.899, 1.732)  0.23
H (-2.182, -0.794, -1.012)  0.24
H (-2.369, 1.213, -0.742)  0.23
H (-2.339, 4.962, -0.749)  0.17
H (-3.529, 3.682, -0.503)  0.20
H (-1.746, 3.763, -2.679)  0.47
H (-0.364, 4.747, 0.581)  0.22
H (1.276, 3.277, 1.746)  0.21
Cl (5.909, 0.378, -0.496)  0.04
C (5.205, -0.986, 0.374)  -0.20
Cl (4.704, -2.221, -0.801)  0.02
Cl (6.425, -1.671, 1.471)  0.02
C (3.973, -0.571, 1.240)  0.71
O (3.350, -1.518, 1.764)  -0.75
O (3.722, 0.643, 1.349)  -0.73

Formula: C14H12ClNO4S
Source: OMol25
Level of theory: ωB97M-V/def2-TZVPD

Summary:
**Energy above the lowest of the compared OMol25 structures with the same formula, charge and spin**: 99.3 kJ/mol
**HOMO-LUMO gap**: 8.6 eV
**Structure (SMILES)**: O=S(=O)(Cc1ccc(Cl)cc1)Nc1ccc2c(c1)OCO2
**LUMO level**: 0.59 eV

Last column: natural (NBO) charge in e.
Positions of all 33 atoms, in Å:
O (-4.039, -0.847, 1.159)  -0.95
S (-3.250, 0.014, 0.332)  2.30
O (-3.860, 1.181, -0.225)  -0.93
C (-2.565, -0.975, -1.069)  -0.66
C (-1.184, -1.426, -0.774)  -0.05
C (-0.946, -2.264, 0.311)  -0.21
C (0.343, -2.627, 0.653)  -0.22
C (1.408, -2.156, -0.102)  -0.06
Cl (3.020, -2.578, 0.336)  0.02
C (1.188, -1.344, -1.204)  -0.18
C (-0.105, -0.981, -1.531)  -0.19
N (-1.968, 0.461, 1.308)  -0.84
C (-0.783, 1.008, 0.819)  0.16
C (-0.819, 1.852, -0.285)  -0.28
C (0.350, 2.377, -0.828)  -0.24
C (1.538, 2.034, -0.230)  0.20
C (1.570, 1.213, 0.899)  0.32
C (0.428, 0.687, 1.445)  -0.32
O (2.864, 1.034, 1.297)  -0.49
C (3.657, 1.750, 0.372)  0.24
O (2.820, 2.383, -0.572)  -0.48
H (-2.624, -0.335, -1.943)  0.25
H (-3.270, -1.799, -1.152)  0.26
H (-1.782, -2.622, 0.895)  0.23
H (0.527, -3.269, 1.500)  0.23
H (2.020, -0.996, -1.795)  0.22
H (-0.276, -0.341, -2.383)  0.22
H (-1.867, -0.164, 2.092)  0.42
H (-1.775, 2.097, -0.715)  0.25
H (0.326, 3.027, -1.686)  0.23
H (0.464, 0.049, 2.312)  0.23
H (4.252, 2.507, 0.906)  0.16
H (4.336, 1.052, -0.144)  0.16

Formula: C14H12CoO2PS4
Source: OMol25
Level of theory: ωB97M-V/def2-TZVPD

Summary:
**2S+1**: 2
**Net charge**: -1
**HOMO-LUMO gap (alpha / beta)**: 5.8 / 5.9 eV
**LUMO level (alpha / beta)**: 2.53 / 2.59 eV

Last column: natural (NBO) charge in e.
Positions of all 34 atoms, in Å:
Co (-1.295, -2.386, 0.329)  0.75
S (-3.181, -1.339, 0.504)  -0.48
S (-4.704, -2.205, -0.592)  -0.12
S (-3.989, -4.332, -0.894)  -0.12
S (-2.033, -4.368, -0.335)  -0.47
O (2.661, -3.221, 0.983)  -0.67
C (1.559, -2.701, 0.934)  0.79
O (0.487, -3.239, 0.478)  -0.78
C (1.382, -1.272, 1.486)  -0.86
P (-0.044, -0.550, 0.647)  0.95
C (0.531, -0.281, -1.061)  -0.26
C (1.875, -0.227, -1.414)  -0.23
C (2.243, -0.057, -2.740)  -0.20
C (1.269, 0.065, -3.721)  -0.21
C (-0.072, -0.001, -3.378)  -0.21
C (-0.442, -0.186, -2.055)  -0.23
C (-0.249, 1.136, 1.292)  -0.25
C (-0.408, 2.240, 0.465)  -0.22
C (-0.564, 3.506, 1.008)  -0.20
C (-0.565, 3.682, 2.382)  -0.21
C (-0.416, 2.584, 3.218)  -0.21
C (-0.265, 1.320, 2.674)  -0.22
H (2.298, -0.684, 1.429)  0.24
H (1.120, -1.391, 2.542)  0.25
H (2.647, -0.342, -0.667)  0.22
H (3.291, -0.031, -3.007)  0.21
H (1.557, 0.189, -4.757)  0.21
H (-0.838, 0.061, -4.139)  0.21
H (-1.489, -0.292, -1.788)  0.25
H (-0.406, 2.118, -0.610)  0.23
H (-0.686, 4.357, 0.351)  0.21
H (-0.684, 4.672, 2.805)  0.21
H (-0.424, 2.707, 4.292)  0.21
H (-0.165, 0.467, 3.335)  0.22

Q: Number 4 is which compound?
A: C14H12Cl3HgN2O4

Q: Number 2 is which compound?
A: C14H12Cl2KNO4S4